#i
The following is a quantum chemistry calculation of a single C3H2ClNOS2 molecule, from the OMol25 dataset.

Last column: natural (NBO) charge in e.
Geometry (Å):
C  1.37781  -0.01570  0.38487  -0.012
C  0.89038  -1.21712  0.69529  -0.445
C  -0.58446  0.30202  -0.52200  0.082
N  0.52362  0.83629  -0.32907  -0.469
O  -1.70834  -1.41578  1.22069  -0.920
S  -2.12230  1.38498  -1.68171  0.171
S  -0.81909  -1.43861  0.06471  1.240
Cl  -1.28738  3.18803  -1.69533  -0.114
H  2.34910  0.38191  0.63453  0.224
H  1.38066  -2.00601  1.22801  0.243

As for the HOMO-LUMO gap: 0.31084 hartree. As for the lowest unoccupied orbital energy: -0.90 eV.

=====

#ii
The following is a quantum chemistry calculation of a 2-piece molecular cluster, C3H2ClNOS2 overall, from the OMol25 dataset.

Last column: natural (NBO) charge in e.
Geometry (Å):
C  -1.48223  -0.64908  0.65484  -0.028
C  -1.53382  0.57821  0.14998  -0.388
C  0.42531  -0.84706  -0.47587  0.157
N  -0.42901  -1.44990  0.16802  -0.480
O  0.81429  1.87875  -0.26869  -0.918
S  2.96282  -1.37153  -0.78584  0.102
S  -0.00560  0.88463  -0.96344  1.190
Cl  3.41448  0.47069  -0.34600  -0.099
H  -2.26789  -0.96238  1.31145  0.228
H  -1.89835  1.46767  0.55555  0.235

As for the HOMO-LUMO gap: 0.24909 hartree. As for the lowest unoccupied orbital energy: -2.12 eV.

=====

Energies, relative to the best one, in kJ/mol: #i 0.0; #ii 196.2.

=====

#i
The following is a quantum chemistry calculation of a single C9H8N2O molecule, from the OMol25 dataset.

Last column: natural (NBO) charge in e.
Geometry (Å):
C  2.37463  0.72110  2.19940  -0.643
C  1.34552  0.54314  1.12622  -0.058
C  0.62990  -0.59554  0.95648  -0.185
C  -0.32443  -0.61615  -0.10354  -0.182
C  -1.15095  -1.69309  -0.31326  0.083
N  -2.08768  -1.67000  -1.28763  -0.515
C  -2.27792  -0.57705  -2.07671  0.003
C  -1.49449  0.53348  -1.95151  -0.258
C  -0.46346  0.59543  -0.90154  0.258
N  0.20878  1.69947  -0.78213  -0.511
C  1.19093  1.71649  0.22123  0.594
O  1.92729  2.67364  0.33352  -0.581
H  2.08789  1.56254  2.85339  0.234
H  3.30545  1.10132  1.72706  0.246
H  2.52447  -0.17229  2.81111  0.207
H  0.74461  -1.46739  1.62690  0.209
H  -1.14117  -2.59046  0.33897  0.216
H  -2.71800  -2.47712  -1.34923  0.418
H  -3.06082  -0.69624  -2.83867  0.219
H  -1.62055  1.40873  -2.59006  0.247

As for the HOMO-LUMO gap: 0.30387 hartree. As for the lowest unoccupied orbital energy: 0.13 eV. The structure (SMILES) is Cc1cc2c[nH]ccc-2nc1=O.

=====

#ii
The following is a quantum chemistry calculation of a 2-piece molecular cluster, C9H8N2O overall, from the OMol25 dataset.

Last column: natural (NBO) charge in e.
Geometry (Å):
C  -0.20987  -0.64204  1.13196  0.026
C  -1.25885  -1.45957  0.40076  -0.165
C  -2.55158  -1.32850  0.30242  -0.307
C  -0.73342  -2.33296  -0.65571  0.252
C  0.67773  0.25433  0.21580  -0.126
C  0.22905  1.66517  0.10297  -0.166
C  0.86433  2.46967  -0.87453  -0.263
C  1.75163  1.76907  -1.60662  0.022
C  1.57560  -0.32605  -0.62932  0.022
H  0.33706  -0.45418  3.61955  0.350
H  0.30083  -1.66228  1.62088  0.199
H  -2.95191  -1.78430  -0.70297  0.227
H  -3.22901  -0.60162  0.76830  0.230
H  -0.52617  1.86796  1.13574  0.289
H  0.87946  3.66792  -0.90014  0.241
H  2.46102  2.36392  -2.03347  0.182
H  1.57884  -1.37370  -0.62218  0.212
N  -0.33909  -2.85974  -1.64422  -0.305
N  2.08889  0.49601  -1.63135  -0.394
O  -0.94455  0.27088  2.00213  -0.526

As for the HOMO-LUMO gap: 0.18972 hartree. As for the lowest unoccupied orbital energy: -4.10 eV.

=====

Energies, relative to the best one, in kJ/mol: #i 0.0; #ii 1038.5.

=====

#i
The following is a quantum chemistry calculation of a single C2H6N4S molecule, from the OMol25 dataset.

Last column: natural (NBO) charge in e.
Geometry (Å):
H  -2.11666  1.46648  1.26386  0.369
N  -1.25351  1.17738  0.68773  -0.745
C  -0.82514  0.03319  1.14787  0.303
N  -0.10367  -0.96833  0.48630  -0.614
S  0.42931  -2.38005  1.26574  0.192
C  0.20523  -0.69730  -0.90213  0.160
N  0.54877  0.28745  -1.61970  -0.233
N  0.85086  1.54787  -1.29647  -0.641
H  -1.11061  -0.45955  2.00408  0.149
H  1.93626  -2.44952  1.05750  0.142
H  0.25173  -1.71254  -1.44707  0.171
H  0.13981  2.01347  -0.61482  0.388
H  1.04761  2.14145  -2.03288  0.360

As for the HOMO-LUMO gap: 0.31976 hartree. As for the lowest unoccupied orbital energy: 0.38 eV. The structure (SMILES) is [H]/N=C/N(S)/C=N\N.

=====

#ii
The following is a quantum chemistry calculation of C2H6N4S as an isolated structure, from the OMol25 dataset.

Last column: natural (NBO) charge in e.
Geometry (Å):
C  -1.10603  1.13219  0.52576  0.066
C  0.22406  1.45068  -0.08364  -0.327
N  -1.38942  -0.08987  0.67927  -0.223
N  0.87207  0.22896  -0.34806  -0.556
N  -0.36963  -0.95201  0.38463  0.016
N  -0.59813  -1.97571  -0.41339  -0.591
S  2.39375  0.02720  0.37441  0.167
H  -1.75473  1.83597  0.88536  0.198
H  0.13938  2.06844  -1.08189  0.205
H  0.69998  2.21478  0.61793  0.202
H  -0.31559  -2.83748  -0.27994  0.372
H  -1.13473  -1.78079  -1.18660  0.346
H  2.33901  -1.32237  -0.07384  0.125

As for the HOMO-LUMO gap (alpha / beta): 0.31004 / 0.31002 hartree. As for the lowest unoccupied orbital energy (alpha / beta): 0.88 / 0.88 eV.

=====

#iii
The following is a quantum chemistry calculation of a single C2H6N4S molecule, from the OMol25 dataset.

Last column: natural (NBO) charge in e.
Geometry (Å):
N  -0.16297  1.73792  0.53405  -0.624
N  1.05978  1.19854  0.61170  -0.208
C  1.46159  -0.02229  0.12196  -0.133
C  0.38142  -0.66290  -0.87065  -0.029
S  0.79189  -0.80795  -2.38350  -0.033
N  -0.93744  -0.87789  -0.53061  -0.466
N  -1.32740  -1.28881  0.81976  -0.658
H  -0.66693  1.43833  -0.36337  0.360
H  -0.03567  2.92539  0.50078  0.382
H  2.67033  0.10508  0.09535  0.277
H  -1.39927  -1.33602  -1.30177  0.405
H  -1.32036  -0.45090  1.51121  0.377
H  -0.51498  -1.95848  1.25508  0.351

As for the HOMO-LUMO gap: 0.31038 hartree. As for the lowest unoccupied orbital energy: -0.07 eV. The structure (SMILES) is N/N=C\C(=S)NN.

=====

Energies, relative to the best one, in kJ/mol: #i 0.0; #ii 158.1; #iii 114.7.

=====

#i
The following is a quantum chemistry calculation of a 2-piece molecular cluster, C4H12NS overall, from the OMol25 dataset.

Last column: natural (NBO) charge in e.
Geometry (Å):
C  -0.06916  -0.70129  -0.67618  -0.231
C  0.48504  -1.68054  -1.70042  -0.548
S  -0.76221  -1.86874  -3.03402  0.038
N  0.90578  -0.51005  0.48052  -0.702
H  -0.97657  -1.11835  -0.24649  0.238
H  -0.27389  0.29303  -1.06184  0.229
H  0.52129  -2.67235  -1.25140  0.238
H  1.47732  -1.40537  -2.05090  0.230
H  -0.77836  -0.59756  -3.45888  0.128
H  0.40739  0.03415  1.21438  0.470
H  1.70927  0.04698  0.18722  0.437
H  1.23721  -1.38673  0.88436  0.440
C  -0.06459  2.23241  1.67442  -0.404
C  -1.19723  1.57566  1.91417  -0.393
H  0.40037  2.24710  0.69462  0.178
H  0.38456  2.87564  2.41796  0.230
H  -1.73878  1.06396  1.12463  0.193
H  -1.66743  1.57205  2.88786  0.229

As for the HOMO-LUMO gap: 0.35129 hartree. As for the lowest unoccupied orbital energy: -3.53 eV. Its charge is +1.

=====

#ii
The following is a quantum chemistry calculation of an isolated ion of composition C4H12NS and charge +1, from the OMol25 dataset.

Last column: natural (NBO) charge in e.
Geometry (Å):
C  -0.18495  -1.85390  -1.12753  -0.637
C  -0.15436  -0.80124  -0.04181  -0.035
N  -1.48346  -0.05924  -0.01463  -0.707
C  0.95167  0.23813  -0.34615  -0.429
C  1.02673  1.49660  0.55986  -0.519
S  0.34588  1.22402  2.23615  -0.069
H  -0.46727  -1.41972  -2.07851  0.224
H  -0.93019  -2.63993  -0.95630  0.235
H  0.79118  -2.33702  -1.16375  0.258
H  -0.04329  -1.15982  0.98374  0.235
H  -1.72309  0.48798  -0.83829  0.434
H  -1.45374  0.59715  0.79754  0.457
H  -2.27833  -0.67487  0.18291  0.441
H  1.90803  -0.24554  -0.23044  0.251
H  0.77990  0.53179  -1.38423  0.224
H  0.47434  2.30532  0.11681  0.217
H  2.05149  1.81699  0.65472  0.248
H  0.38947  2.49331  2.64991  0.171

As for the HOMO-LUMO gap: 0.36757 hartree. As for the lowest unoccupied orbital energy: -3.38 eV. Its charge is +1. The structure (SMILES) is C[C@H]([NH3+])CCS.

=====

#iii
The following is a quantum chemistry calculation of an isolated ion of composition C4H12NS and charge +1, from the OMol25 dataset.

Last column: natural (NBO) charge in e.
Geometry (Å):
C  -1.16363  1.56878  -0.87841  -0.648
C  -0.28444  0.66254  -0.03302  -0.049
N  1.14632  0.91752  -0.47565  -0.681
C  -0.59702  -0.85906  -0.08739  -0.435
C  0.48199  -1.75564  0.53183  -0.571
S  1.10219  -1.21338  2.13526  -0.048
H  -1.00317  1.56821  -1.96892  0.225
H  -0.96042  2.62193  -0.66253  0.232
H  -2.21350  1.38185  -0.65040  0.259
H  -0.42039  0.95513  1.00871  0.247
H  1.23225  0.82207  -1.48987  0.437
H  1.69683  0.12535  -0.12941  0.444
H  1.54105  1.80143  -0.16688  0.452
H  -1.44461  -0.98871  0.59211  0.249
H  -0.85912  -1.05299  -1.14074  0.232
H  1.35971  -1.89317  -0.08441  0.215
H  0.08569  -2.77152  0.53543  0.272
H  0.30026  -1.89034  2.96429  0.169

As for the HOMO-LUMO gap: 0.35562 hartree. As for the lowest unoccupied orbital energy: -3.53 eV. Its charge is +1. The structure (SMILES) is C[C@H]([NH3+])CCS.

=====

#iv
The following is a quantum chemistry calculation of an isolated ion of composition C4H12NS and charge +1, from the OMol25 dataset.

Last column: natural (NBO) charge in e.
Geometry (Å):
C  0.92033  2.46403  0.94250  -0.673
S  0.01365  1.20092  -0.03955  0.074
C  1.19866  -0.18953  -0.03597  -0.523
C  0.56522  -1.53334  0.31373  -0.430
C  -0.62835  -2.06088  -0.48885  -0.200
N  -1.78808  -1.03180  -0.56541  -0.688
H  0.13560  3.18915  1.18613  0.249
H  1.20179  1.96094  1.84927  0.228
H  1.72386  2.81237  0.32150  0.237
H  1.97544  -0.01905  0.70374  0.249
H  1.65494  -0.17375  -0.98694  0.226
H  0.20171  -1.46821  1.32679  0.219
H  1.31284  -2.29637  0.15854  0.253
H  -1.08485  -2.92402  0.00113  0.236
H  -0.36058  -2.20685  -1.53939  0.224
H  -1.36235  -0.14982  -0.83127  0.440
H  -2.21706  -0.86577  0.34343  0.442
H  -2.44471  -1.26700  -1.27914  0.436

As for the HOMO-LUMO gap: 0.34831 hartree. As for the lowest unoccupied orbital energy: -3.30 eV. Its charge is +1. The structure (SMILES) is CSCCC[NH3+].

=====

Energies, relative to the best one, in kJ/mol: #i 120.5; #ii 0.0; #iii 32.2; #iv 39.5.

=====

#i
The following is a quantum chemistry calculation of a single C4H4N2O2 molecule, from the OMol25 dataset.

Last column: natural (NBO) charge in e.
Geometry (Å):
O  -2.82034  0.60004  -0.47594  -0.506
C  -2.01665  -0.39704  -0.05907  0.396
C  -0.47507  -0.02070  0.47046  -0.276
N  0.39248  -1.31494  0.14583  -0.415
C  1.50600  -0.87791  -0.24684  0.223
N  1.73873  0.57714  -0.22559  -0.628
C  0.51358  1.18250  0.14474  0.658
O  0.23283  2.40606  0.09021  -0.536
H  -2.47503  -1.26550  0.33950  0.168
H  -0.95392  -0.38415  1.52439  0.278
H  1.97361  -1.58544  -1.05059  0.225
H  2.38378  1.07995  -0.65712  0.412

As for the HOMO-LUMO gap: 0.36227 hartree. As for the lowest unoccupied orbital energy: -0.15 eV. The structure (SMILES) is O=C[C@H]1N=CNC1=O.

=====

#ii
The following is a quantum chemistry calculation of a single C4H4N2O2 molecule, from the OMol25 dataset.

Last column: natural (NBO) charge in e.
Geometry (Å):
N  -1.15541  -2.76729  -0.39614  -0.302
C  -0.43695  -1.82540  -0.27042  0.241
C  0.53415  -0.61446  0.02290  -0.117
C  -0.00393  0.04782  1.28700  -0.503
C  -0.32128  1.31918  0.39683  0.648
O  -1.10382  2.37740  0.56059  -0.545
N  0.09048  0.59915  -0.78450  -0.167
O  0.62479  1.25560  -1.92866  -0.497
H  1.57073  -0.89236  -0.02662  0.244
H  -0.83214  -0.65063  1.79185  0.274
H  0.91632  0.18128  1.95758  0.252
H  0.11707  0.96971  -2.61041  0.472

As for the HOMO-LUMO gap: 0.39094 hartree. As for the lowest unoccupied orbital energy: 0.09 eV. The structure (SMILES) is N#C[C@@H]1CC(=O)N1O.

=====

Energies, relative to the best one, in kJ/mol: #i 0.0; #ii 59.2.

=====

#i
The following is a quantum chemistry calculation of a single C4H4N2O2 molecule, from the OMol25 dataset.

Last column: natural (NBO) charge in e.
Geometry (Å):
H  -1.07102  -2.63567  0.13744  0.392
N  -0.13670  -2.07016  0.18138  -0.550
C  -0.24536  -0.85148  -0.11714  0.324
C  -1.33070  0.09111  -0.12137  0.392
O  -2.36759  -0.70143  -0.37147  -0.548
C  -0.92814  1.45912  0.04393  -0.433
C  0.48675  1.40008  -0.14388  0.110
N  0.93042  0.03341  0.00526  -0.165
O  2.21565  -0.60063  -0.36316  -0.530
H  -1.39605  2.40363  0.63382  0.272
H  1.17139  2.35515  -0.27846  0.257
H  2.67135  -0.88312  0.39364  0.480

As for the HOMO-LUMO gap: 0.29061 hartree. As for the lowest unoccupied orbital energy: -1.05 eV. The structure (SMILES) is [H]/N=C1\C(=O)C=CN1O.

=====

#ii
The following is a quantum chemistry calculation of a single C4H4N2O2 molecule, from the OMol25 dataset.

Last column: natural (NBO) charge in e.
Geometry (Å):
C  -2.35127  -0.32171  0.00818  -0.083
N  -1.31267  -1.06742  -0.16393  -0.246
N  -0.09166  -0.49550  0.09277  0.010
O  0.95555  -1.34253  -0.05631  -0.264
C  2.03748  -0.48363  0.00617  0.158
C  1.63269  0.84234  -0.08166  -0.376
C  0.18977  0.77978  -0.06562  0.553
O  -0.71449  1.62933  -0.03384  -0.643
H  -2.28145  0.63285  0.53473  0.227
H  -3.24007  -0.80097  -0.22440  0.182
H  2.99807  -1.07266  0.25483  0.236
H  2.17805  1.70012  -0.27093  0.245

As for the HOMO-LUMO gap: 0.36311 hartree. As for the lowest unoccupied orbital energy: 0.53 eV. The structure (SMILES) is C=Nn1occc1=O.

=====

Energies, relative to the best one, in kJ/mol: #i 150.8; #ii 0.0.